one.
Density functional theory data (ωB97M-V with the def2-TZVPD basis set) for a structure of composition C17H25N3O3.

Results
**Frontier orbital gap**: 8.5 eV
**Net charge**: 0
**2S+1**: 1

Atoms and positions in Å:
C1 4.6483 -2.4565 2.9463
H1 4.8408 -1.8670 1.9558
O1 3.2597 -3.1533 2.6966
C2 2.2884 -2.4519 2.5344
C3 2.3528 -1.1821 2.3841
C4 1.1709 -0.3926 2.4070
C5 0.0623 -1.0154 2.3103
C6 -0.1359 -2.6208 2.2454
C7 1.0778 -3.2746 2.4632
H2 1.1506 -4.2279 2.4287
H3 -1.1392 -3.0898 2.3337
N1 -1.3969 -0.5647 2.1158
C8 -2.4865 -0.9778 2.0862
O2 -2.9707 -1.9658 2.6895
C9 -3.5952 0.1069 1.8619
H4 -4.3734 -0.1009 1.5236
C10 -2.6336 1.2298 0.9563
N2 -2.7767 0.8099 -0.3061
C11 -2.4997 1.5880 -1.3518
O3 -2.0080 2.8166 -0.9750
N3 -2.2902 0.9288 -2.5614
H5 -2.4863 0.1173 -2.4553
C12 -1.6757 1.7193 -3.5452
H6 -1.4092 2.8243 -3.1793
C13 -0.4721 0.7926 -3.9810
H7 0.1533 1.6000 -4.8193
C14 0.8467 0.9132 -2.8855
C15 0.9413 2.2704 -2.2062
H8 0.3483 2.8601 -1.7507
H9 1.8892 2.2598 -1.4866
H10 1.4134 2.8418 -3.0285
C16 1.9383 -0.0135 -3.2348
H11 2.5688 0.0239 -2.3284
H12 2.5823 0.5989 -4.0442
H13 1.7360 -0.8939 -3.5548
H14 0.0191 0.4094 -1.8636
H15 -0.5297 -0.1369 -4.4331
H16 -2.1807 1.8902 -4.3923
H17 -2.8883 -0.2314 -0.4634
H18 -3.0971 2.2229 1.2906
C17 -1.2738 1.1453 1.5770
H19 -0.5165 1.2628 1.0785
H20 -1.0703 1.6182 2.4990
H21 -3.7303 0.7031 2.8214
H22 1.0437 0.5509 2.4592
H23 3.1344 -0.4118 2.5356
H24 4.7085 -1.8401 3.7388
H25 5.4607 -3.2355 2.9077

two.
Density functional theory data (ωB97M-V with the def2-TZVPD basis set) for the molecule C17H25N3O3.

Results
**Frontier orbital gap**: 8.8 eV
**Net charge**: 0
**2S+1**: 1
**SMILES string**: CCOc1ccc(NC(=O)C(=O)NC[C@@H]2CCCN2CC)cc1

Atoms and positions in Å:
C1 4.0591 6.3165 2.9487
C2 4.5167 5.0317 3.6338
O1 4.6676 3.9565 2.7296
C3 3.5690 3.3206 2.2389
C4 3.8202 2.3618 1.2542
C5 2.7964 1.6377 0.6862
C6 1.4817 1.8568 1.0938
N1 0.4037 1.1620 0.5435
C7 0.3741 0.2394 -0.4314
O2 1.3075 -0.2336 -1.0584
C8 -1.0709 -0.1964 -0.7057
O3 -2.0034 0.2484 -0.0543
N2 -1.1457 -1.0593 -1.7201
C9 -2.3594 -1.6897 -2.1650
C10 -2.4501 -3.1670 -1.7265
C11 -1.5020 -4.0709 -2.5271
C12 -2.4095 -4.6630 -3.6037
C13 -3.7178 -4.8407 -2.8438
N3 -3.7919 -3.6480 -2.0218
C14 -4.7480 -3.6464 -0.9412
C15 -4.5161 -4.6733 0.1755
C16 1.2269 2.8037 2.0789
C17 2.2555 3.5318 2.6481
H1 4.7630 6.5856 2.1653
H2 3.0779 6.1890 2.4982
H3 4.0129 7.1232 3.6752
H4 5.5167 5.1722 4.0536
H5 3.8367 4.7606 4.4510
H6 4.8419 2.2022 0.9487
H7 3.0018 0.9036 -0.0749
H8 -0.5228 1.3813 0.9079
H9 -0.2560 -1.3423 -2.1143
H10 -3.1892 -1.1366 -1.7199
H11 -2.4328 -1.6269 -3.2529
H12 -2.2192 -3.2052 -0.6529
H13 -0.6559 -3.5262 -2.9423
H14 -1.1167 -4.8670 -1.8885
H15 -2.0301 -5.5975 -4.0120
H16 -2.5465 -3.9511 -4.4173
H17 -4.5908 -4.8877 -3.5000
H18 -3.6805 -5.7678 -2.2503
H19 -5.7341 -3.8171 -1.3840
H20 -4.7446 -2.6424 -0.5082
H21 -4.6092 -5.6890 -0.2010
H22 -5.2563 -4.5304 0.9579
H23 -3.5277 -4.5540 0.6133
H24 0.2106 2.9766 2.4032
H25 2.0140 4.2553 3.4106

Result of the stability comparison: two is the most stable of them.

one.
Density functional theory data (ωB97M-V with the def2-TZVPD basis set) for a structure of composition C41H23AsHfN10OS4.

Results
**Frontier orbital gap**: 5.1 eV
**Net charge**: -2
**2S+1**: 1

Atoms and positions in Å:
Hf1 0.5880 0.1277 -0.4678
C1 -0.3602 6.9105 0.7857
C2 -0.9212 6.8524 -0.4744
C3 -0.9000 5.7157 -1.2442
C4 -0.2555 4.5792 -0.7190
C5 0.0833 3.3308 -1.3569
N1 0.5054 2.4208 -0.2901
C6 0.7002 3.1945 0.7708
N2 1.1890 2.7969 1.9852
C7 1.4492 1.5497 2.2139
C8 2.2304 1.0229 3.3805
C9 3.0600 1.6639 4.3224
C10 3.5010 0.9325 5.3681
C11 3.3036 -0.4282 5.4325
C12 2.5713 -1.0850 4.4595
C13 1.9825 -0.3242 3.4528
C14 1.0431 -0.7311 2.4374
N3 0.3125 -1.7649 2.5599
C15 -0.6850 -1.9645 1.7486
N4 -0.9780 -1.2149 0.5866
C16 -2.2151 -1.5246 0.1926
N5 -3.0457 -0.9989 -0.7661
C17 -2.6756 0.0094 -1.4575
N6 -1.4342 0.7663 -1.4041
C18 -1.6754 1.9101 -2.0674
N7 -1.0954 3.0451 -2.1028
C19 -2.9901 1.8473 -2.7010
C20 -3.6710 2.8354 -3.5137
C21 -4.9766 2.5837 -3.9049
C22 -5.6175 1.3820 -3.5046
C23 -4.9402 0.3995 -2.7383
C24 -3.6378 0.6641 -2.3248
C25 -2.8038 -2.5160 1.0257
C26 -4.0687 -3.1912 1.0792
C27 -4.3842 -4.0158 2.0861
C28 -3.4125 -4.1782 3.1235
C29 -2.1456 -3.5398 3.1230
C30 -1.8552 -2.7504 2.0528
N8 0.8024 0.4778 1.6724
C31 0.3141 4.6130 0.5852
C32 0.1747 5.7948 1.3960
H1 -0.3235 7.8584 1.3409
H2 -1.3998 7.7576 -0.8115
H3 -1.3111 5.6493 -2.2370
H4 3.2662 2.7397 4.2101
H5 4.1123 1.4205 6.1534
H6 3.6807 -0.9732 6.3085
H7 2.4330 -2.1496 4.5687
H8 -3.1320 3.7275 -3.7893
H9 -5.5073 3.2948 -4.4961
H10 -6.5748 1.1256 -3.9377
H11 -5.4575 -0.4854 -2.3982
H12 -4.8191 -3.1100 0.3351
H13 -5.2656 -4.7201 2.0387
H14 -3.6044 -4.8189 3.9793
H15 -1.4782 -3.5773 3.9695
H16 0.5545 5.7930 2.4010
O1 1.5402 -1.6285 -0.5734
C33 2.6997 -2.3130 -0.5739
C34 3.7591 -1.9331 0.2093
C35 4.8681 -2.7092 0.3189
C36 4.9830 -3.9497 -0.3724
C37 4.0020 -4.2606 -1.2825
C38 2.8254 -3.4700 -1.3867
C39 1.8219 -4.0250 -2.2455
N9 1.2331 -5.1925 -2.1934
C40 0.1543 -5.1013 -3.1109
C41 0.2053 -3.9248 -3.7631
N10 1.2664 -3.1916 -3.2050
H17 3.7021 -0.9816 0.7455
H18 5.6728 -2.3922 1.0050
H19 5.8289 -4.6206 -0.1631
H20 4.0934 -5.1920 -1.7844
H21 -0.4896 -5.9377 -3.3043
H22 -0.3195 -3.5508 -4.6126
H23 1.4631 -2.2162 -3.2969
S1 1.4937 3.8212 -2.4224
As1 2.6690 1.9296 -2.6090
S2 0.9976 0.6696 -3.1124
S3 3.2460 1.1711 -0.6332
S4 4.0443 2.2690 -4.0714

two.
Density functional theory data (ωB97M-V with the def2-TZVPD basis set) for a structure of composition C41H23AsHfN10OS4.

Results
**Frontier orbital gap (alpha / beta)**: 3.9 / 3.9 eV
**Net charge**: -2
**2S+1**: 1

Atoms and positions in Å:
Hf1 12.0262 12.2038 8.0360
C1 7.5144 7.7919 10.7485
C2 8.5400 6.8410 10.4825
C3 9.6873 7.2079 9.7944
C4 9.9404 8.5109 9.6231
C5 11.1038 9.2560 9.2103
N1 10.8177 10.6487 9.1222
C6 9.5713 10.7666 9.5689
N2 8.8823 11.8640 9.7120
C7 9.4126 13.0913 9.7262
C8 8.6791 14.2889 10.0823
C9 7.3286 14.6078 10.1907
C10 6.8816 15.8347 10.5612
C11 7.8042 16.8507 10.6830
C12 9.1794 16.6725 10.4604
C13 9.5856 15.3836 10.1788
C14 10.9089 14.7492 9.9004
N3 12.0780 15.3583 10.1163
C15 13.2630 14.7644 9.9033
N4 13.4911 13.4956 9.4611
C16 14.8062 13.1932 9.6420
N5 15.4798 12.1465 9.4808
C17 14.8968 10.9774 9.2758
N6 13.5242 10.7745 9.1767
C18 13.3656 9.4212 8.9933
N7 12.2387 8.6852 8.9663
C19 14.6615 8.8032 8.8194
C20 15.1059 7.5201 8.5574
C21 16.4511 7.2355 8.5027
C22 17.3995 8.2446 8.6680
C23 17.0187 9.5149 9.0855
C24 15.6443 9.7780 9.0897
C25 15.4948 14.4605 10.0623
C26 16.8388 14.7631 10.1857
C27 17.1964 16.0527 10.5374
C28 16.2278 16.9838 10.8225
C29 14.8239 16.7386 10.7275
C30 14.5501 15.4447 10.2584
N8 10.7301 13.4311 9.5429
C31 8.9922 9.4480 10.0077
C32 7.7950 9.1915 10.6545
H1 6.6086 7.3801 11.1587
H2 8.3229 5.8171 10.5968
H3 10.4674 6.4625 9.5801
H4 6.6851 13.7678 10.1101
H5 5.8300 16.0502 10.6373
H6 7.3846 17.8842 10.8835
H7 9.8753 17.5052 10.5817
H8 14.3878 6.7071 8.3630
H9 16.7268 6.2555 8.1728
H10 18.4947 8.0477 8.5901
H11 17.7081 10.3549 9.2483
H12 17.5178 13.9480 10.0091
H13 18.2725 16.2007 10.4592
H14 16.5844 18.0070 10.9794
H15 14.0848 17.5834 10.7693
H16 7.0332 9.9001 11.0177
O1 13.9405 12.5270 6.9658
C33 14.8360 13.4095 6.7301
C34 16.1945 13.1218 6.5969
C35 17.1461 14.1423 6.4175
C36 16.7436 15.4490 6.3549
C37 15.3900 15.7244 6.4098
C38 14.3981 14.7796 6.5017
C39 13.0072 15.1344 6.4455
N9 12.0303 14.4989 7.1175
C40 10.8781 15.2735 6.8621
C41 11.1892 16.3092 6.0885
N10 12.5204 16.2017 5.7417
H17 16.5722 12.0791 6.7669
H18 18.1718 13.8626 6.2993
H19 17.4268 16.2188 6.0954
H20 15.1815 16.8209 6.3053
H21 9.8937 15.0290 7.2851
H22 10.4734 17.0310 5.6536
H23 13.0564 16.8719 5.2416
S1 9.0693 8.8945 6.9232
As1 10.1422 10.2844 5.8085
S2 9.9302 12.4165 6.5512
S3 12.3036 10.3745 6.2769
S4 9.6156 9.7603 3.8595

Result of the stability comparison: one is the most stable of them.